Record 1
# C2H12N2O4

4 unconnected molecules or ions with the total composition C2H12N2O4 at a distorted geometry (wB97M-V/def2-TZVPD, OMol25).

Each line ends with the Mulliken charge.
Atoms and positions in Å:
N 0.40 1.07 -0.43  -0.45
C 0.30 -0.36 -0.19  -0.57
C -0.37 -0.70 1.11  0.59
N 0.06 -0.14 2.26  -0.34
O -1.30 -1.50 1.12  -0.70
H 1.19 1.34 -0.98  0.20
H -0.43 1.54 -0.74  0.19
H -0.26 -0.91 -0.93  0.41
H 1.30 -0.81 -0.28  0.32
H 0.81 0.53 2.26  0.17
H -0.51 -0.21 3.08  0.24
O -0.65 -2.89 -1.50  -0.66
H -1.05 -2.70 -0.63  0.34
H -1.25 -3.57 -1.82  0.31
O -2.46 1.84 -1.40  -0.67
H -2.83 2.09 -2.26  0.32
H -2.70 0.93 -1.23  0.33
O 3.54 1.43 1.11  -0.64
H 3.52 1.17 0.18  0.31
H 2.70 1.87 1.26  0.33

## Properties
* E_HOMO: -9.3564 eV
* SMILES: NCC(N)=O.O.O.O
* gap between HOMO and LUMO: 9.91 eV

***

Record 2
# C30H30CoN2O2S2

A molecular structure, C30H30CoN2O2S2 at a distorted geometry (wB97M-V/def2-TZVPD, OMol25).

Each line ends with the Mulliken charge.
Atoms and positions in Å:
Co 0.24 0.88 0.33  0.13
S 4.34 -0.75 0.03  -0.35
C 4.51 0.90 -0.49  0.66
C 5.67 1.63 -0.73  -0.65
C 5.53 2.95 -1.11  -0.45
C 4.28 3.53 -1.25  -0.71
C 3.13 2.81 -1.02  -0.38
C 3.24 1.48 -0.62  -0.44
N 2.20 0.65 -0.31  0.08
C 2.61 -0.54 0.05  0.68
C 1.69 -1.52 0.54  0.74
C 2.08 -2.84 0.75  -0.88
C 1.21 -3.72 1.36  -0.79
C -0.06 -3.28 1.72  -0.81
C -0.46 -1.98 1.46  0.13
C 0.39 -1.04 0.87  0.13
H 6.64 1.18 -0.60  0.41
H 6.42 3.54 -1.29  0.38
H 4.21 4.57 -1.54  0.40
H 2.14 3.24 -1.10  0.44
H 3.06 -3.15 0.43  0.41
H 1.51 -4.74 1.54  0.39
H -0.74 -3.96 2.21  0.42
H -1.47 -1.68 1.73  0.67
C -4.16 2.30 -2.10  -1.01
N -3.00 1.99 -1.31  0.33
C -3.23 1.73 0.09  -0.67
C -1.81 1.78 -1.88  -0.14
O -0.78 1.41 -1.32  -0.62
H -4.54 3.30 -1.88  0.32
H -4.93 1.56 -1.89  0.34
H -3.92 2.24 -3.16  0.33
H -3.60 2.63 0.57  0.38
H -2.29 1.41 0.56  -0.12
H -3.97 0.93 0.17  0.36
H -1.78 2.01 -2.96  0.33
C -3.66 -3.22 -0.48  -1.19
S -2.87 -1.58 -0.82  0.81
O -3.92 -0.80 -1.50  -0.70
C -1.83 -2.21 -2.18  0.32
C -2.12 -1.75 -3.45  -0.40
C -1.38 -2.20 -4.53  -0.64
C -0.36 -3.12 -4.31  -0.47
C -0.06 -3.55 -3.03  -0.64
C -0.80 -3.09 -1.95  -0.12
H -4.05 -3.63 -1.40  0.41
H -4.48 -3.04 0.21  0.37
H -2.93 -3.88 -0.03  0.36
H -2.94 -1.05 -3.56  0.49
H -1.59 -1.84 -5.52  0.41
H 0.21 -3.49 -5.15  0.40
H 0.75 -4.25 -2.87  0.42
H -0.56 -3.42 -0.95  0.09
C 0.51 2.49 1.58  -1.57
C 0.55 2.01 2.95  0.57
C 1.76 1.62 3.55  -0.17
C 1.80 1.15 4.84  -0.74
C 0.64 1.05 5.59  -0.50
C -0.57 1.44 5.02  -0.67
C -0.62 1.92 3.73  -0.18
H 1.45 2.95 1.27  0.53
H -0.33 3.15 1.37  0.46
H 2.68 1.71 2.99  0.40
H 2.75 0.87 5.28  0.38
H 0.67 0.66 6.59  0.38
H -1.48 1.39 5.61  0.38
H -1.56 2.25 3.32  0.35

## Properties
* 2S+1: 2
* E_HOMO (alpha / beta): -6.3940 / -6.8110 eV
* <S²>: 0.78
* gap between HOMO and LUMO (alpha / beta): 6.40 / 6.90 eV

***

Record 3
# C26H32AlBr4F6N2O10

A molecular structure, C26H32AlBr4F6N2O10 at a distorted geometry (wB97M-V/def2-TZVPD, OMol25).

Each line ends with the Mulliken charge.
Atoms and positions in Å:
F 5.46 1.60 0.43  -0.24
C 5.87 0.96 -0.66  0.69
F 6.18 -0.28 -0.31  -0.24
F 6.97 1.54 -1.12  -0.26
C 4.75 0.93 -1.73  0.62
F 5.06 -0.09 -2.56  -0.35
F 3.56 0.65 -1.14  -0.16
C 4.66 2.18 -2.58  -1.06
C 4.06 3.38 -1.83  -0.79
C 2.74 3.86 -2.45  -1.32
C 1.64 2.87 -2.17  0.69
C 1.15 2.78 -0.84  -0.25
C 0.16 1.89 -0.56  -0.69
C -0.26 1.09 -1.63  0.48
C -1.31 0.03 -1.49  -1.19
C -0.66 -1.32 -1.79  0.62
C -1.21 -2.22 -2.68  -0.36
C -0.54 -3.42 -2.91  -0.77
C 0.66 -3.71 -2.27  -0.65
C 1.22 -2.79 -1.38  -0.73
C 0.54 -1.61 -1.14  -0.72
N 0.28 1.26 -2.81  0.72
N 1.22 2.15 -3.18  -0.99
H 5.67 2.38 -2.93  0.51
H 4.08 1.88 -3.46  0.48
H 3.94 3.20 -0.76  0.58
H 4.76 4.20 -1.91  0.44
H 2.46 4.80 -1.97  0.43
H 2.82 4.06 -3.51  0.39
H 1.57 3.42 -0.08  0.54
H -0.28 1.79 0.42  0.57
H -2.12 0.18 -2.22  0.39
H -1.76 0.05 -0.50  0.48
H -2.14 -2.00 -3.20  0.59
H -0.97 -4.13 -3.61  0.47
H 1.19 -4.63 -2.43  0.48
H 2.16 -2.99 -0.89  0.61
H 0.96 -0.89 -0.45  0.70
H -0.05 0.66 -3.56  0.13
O 10.11 0.81 -2.06  -0.62
H 9.85 0.12 -1.44  0.32
H 9.31 1.32 -2.21  0.31
C -0.71 -1.93 3.33  -0.31
Br -1.03 -3.56 4.29  0.02
Br 0.24 -0.64 4.38  -0.02
Br 0.20 -2.25 1.64  0.03
H -1.67 -1.50 3.09  0.36
C -1.26 0.98 -6.61  -0.42
O -1.67 -0.42 -6.43  -0.11
C -2.18 -1.01 -7.57  0.78
O -2.25 -0.41 -8.64  -0.36
O -2.51 -2.20 -7.30  -0.20
C -3.08 -3.01 -8.40  -0.66
H -0.90 1.34 -5.65  0.10
H -0.44 1.06 -7.36  0.35
H -2.11 1.59 -6.91  0.40
H -2.36 -3.11 -9.20  0.35
H -4.01 -2.55 -8.75  0.34
H -3.30 -3.98 -7.97  0.27
C -0.99 -0.62 9.07  -0.30
C -1.20 0.88 9.04  -0.29
O -1.42 1.13 7.64  -0.32
C -1.87 -0.01 7.09  0.66
O -2.30 -0.09 5.98  -0.59
O -1.76 -1.05 7.93  -0.27
H -1.35 -1.08 9.98  0.29
H 0.05 -0.91 8.91  0.30
H -2.08 1.19 9.60  0.27
H -0.33 1.43 9.40  0.34
C -6.43 -0.16 7.44  -0.44
C -6.19 -1.44 8.21  0.30
O -4.94 -1.19 8.82  -0.26
C -4.84 0.15 9.00  0.67
O -4.05 0.68 9.71  -0.57
O -5.77 0.80 8.26  -0.32
F -6.08 -2.51 7.38  -0.28
H -5.96 -0.18 6.46  0.26
H -7.48 0.08 7.33  0.29
H -6.94 -1.66 8.98  0.29
Br -3.32 0.58 -10.07  0.54
Al 0.55 -0.43 -6.54  0.65

## Properties
* charge: +3
* E_HOMO: -14.3440 eV
* gap between HOMO and LUMO: 0.71 eV

***

Record 4
# C2H4NO3S

A molecular structure, C2H4NO3S at a distorted geometry (wB97M-V/def2-TZVPD, OMol25).

Each line ends with the Mulliken charge.
Atoms and positions in Å:
C -0.84 0.81 -0.37  -0.22
C -1.36 -0.46 0.34  -0.61
N 0.07 -0.08 -0.91  -0.43
O 2.54 -0.05 -0.94  -0.65
O 1.44 0.94 1.04  -0.69
O 1.31 -1.55 0.68  -0.68
S 1.50 -0.19 0.07  1.15
H -1.66 1.14 -1.05  0.24
H -0.42 1.53 0.33  0.29
H -0.69 -0.80 1.08  0.36
H -1.88 -1.28 -0.28  0.22

## Properties
* charge: -1
* E_HOMO: -4.8858 eV
* gap between HOMO and LUMO: 8.88 eV

***

Record 5
# C3H4OS2

A single C3H4OS2 molecule at a distorted geometry (wB97M-V/def2-TZVPD, OMol25).

Each line ends with the Mulliken charge.
Atoms and positions in Å:
C -1.26 -0.21 0.93  -1.00
C -0.22 0.63 0.21  0.31
S -0.20 2.24 0.23  -0.22
C 0.78 -0.18 -0.55  0.52
O 0.67 -1.37 -0.71  -0.50
S 2.18 0.69 -1.38  -0.21
H -0.78 -0.96 1.56  0.29
H -1.98 0.40 1.44  0.36
H -1.81 -0.77 0.20  0.30
H 2.63 -0.48 -1.93  0.16

## Properties
* E_HOMO: -9.2975 eV
* SMILES: CC(=S)C(=O)S
* gap between HOMO and LUMO: 7.80 eV

***

Record 6
# H20O10

10 unconnected molecules or ions with the total composition H20O10 at a distorted geometry (wB97M-V/def2-TZVPD, OMol25).

Each line ends with the Mulliken charge.
Atoms and positions in Å:
O -0.40 1.19 0.67  -0.48
H -1.09 0.55 0.45  0.24
H 0.42 0.73 0.47  0.25
O 0.56 -0.46 -2.06  -0.48
H 0.51 -0.66 -1.12  0.27
H -0.22 -0.90 -2.43  0.28
O 3.22 2.68 -1.28  -0.65
H 4.05 2.30 -1.61  0.31
H 2.55 2.31 -1.85  0.33
O 2.44 -0.73 -0.60  -0.57
H 3.31 -0.85 -0.20  0.26
H 2.12 0.10 -0.23  0.33
O -1.51 -2.87 -1.02  -0.53
H -1.70 -3.52 -1.70  0.29
H -1.29 -2.07 -1.52  0.17
O -1.24 3.44 0.02  -0.61
H -1.11 3.71 0.94  0.31
H -0.42 3.69 -0.41  0.28
O -3.97 -1.81 -0.77  -0.62
H -3.50 -0.97 -0.76  0.30
H -3.65 -2.26 0.02  0.31
O -0.02 -3.57 1.89  -0.62
H -0.87 -3.11 1.84  0.30
H 0.36 -3.45 1.01  0.32
O 5.20 -0.55 1.74  -0.61
H 4.71 0.07 1.19  0.28
H 5.60 0.02 2.42  0.32
O -4.43 2.48 1.40  -0.63
H -4.09 3.33 1.10  0.32
H -4.56 2.61 2.34  0.31

## Properties
* E_HOMO: -10.7382 eV
* SMILES: O.O.O.O.O.O.O.O.O.O
* gap between HOMO and LUMO: 10.57 eV

***

Record 7
# C22H19B2F4N8ORu

A molecular structure, C22H19B2F4N8ORu (wB97M-V/def2-TZVPD, OMol25).

Each line ends with the Mulliken charge.
Atoms and positions in Å:
Ru -0.53 1.39 -0.14  -0.08
B 1.47 2.33 2.55  -0.05
N 0.26 1.40 2.82  -0.33
C -0.05 0.84 3.99  -0.26
C -1.28 0.21 3.88  -1.43
C -1.66 0.44 2.56  -0.28
N -0.73 1.16 1.93  0.98
N 2.25 1.79 1.31  -0.18
C 3.57 1.67 1.18  -0.20
C 3.85 1.32 -0.14  -1.09
C 2.60 1.27 -0.74  -0.52
N 1.64 1.55 0.14  0.79
H 1.10 3.45 2.35  -0.12
H 2.21 2.23 3.51  -0.21
H 0.62 0.94 4.83  0.44
H -1.82 -0.33 4.64  0.40
H -2.55 0.14 2.04  0.67
H 4.22 1.85 2.02  0.48
H 4.82 1.16 -0.58  0.39
H 2.34 1.04 -1.77  0.37
F 0.60 4.07 -0.18  -0.33
C -0.64 3.44 -0.23  -0.05
F -1.39 4.07 0.77  -0.36
H -1.08 3.81 -1.17  0.23
O -0.13 1.40 -2.12  -0.67
N -0.55 0.47 -2.87  1.16
C -0.06 0.37 -4.13  0.94
C 0.75 1.42 -4.62  -0.13
N 1.42 2.25 -5.06  -0.56
C -0.15 -0.83 -4.88  0.09
N -0.16 -1.77 -5.56  -0.63
C -2.54 -2.43 -3.29  -0.39
C -2.44 -1.10 -3.22  -1.08
C -1.51 -0.46 -2.26  1.74
C -0.81 -1.38 -1.31  0.29
C -0.79 -2.79 -1.62  -1.05
C -1.63 -3.28 -2.55  -0.56
N -0.35 -0.80 -0.24  1.14
C 0.19 -1.61 0.79  -1.13
C -0.64 -2.49 1.48  0.79
C -0.15 -3.25 2.52  -0.95
C 1.18 -3.14 2.90  -0.45
C 2.01 -2.25 2.22  -0.91
C 1.52 -1.49 1.17  -0.03
H -3.25 -2.89 -3.96  0.40
H -3.06 -0.45 -3.82  0.47
H -2.01 0.27 -1.53  -1.36
H -0.12 -3.44 -1.06  0.56
H -1.63 -4.34 -2.76  0.39
H -1.69 -2.55 1.20  0.46
H -0.81 -3.92 3.06  0.36
H 1.57 -3.72 3.72  0.37
H 3.05 -2.15 2.51  0.41
H 2.17 -0.80 0.65  0.38
F -3.13 2.32 -1.38  -0.24
B -2.56 1.80 -0.25  0.20
F -3.50 1.74 0.73  -0.26

## Properties
* charge: -1
* E_HOMO (alpha / beta): -4.7002 / -4.6863 eV
* gap between HOMO and LUMO (alpha / beta): 5.81 / 5.79 eV

***

Record 8
# C2H3N3O

A single C2H3N3O molecule at a distorted geometry (wB97M-V/def2-TZVPD, OMol25).

Each line ends with the Mulliken charge.
Atoms and positions in Å:
N -0.85 -2.60 1.31  -0.41
C -0.29 -1.68 0.96  0.38
N 0.23 -0.51 0.69  -0.24
C -0.05 0.16 -0.61  0.46
N 0.53 1.40 -0.87  -0.43
O -0.86 -0.37 -1.35  -0.52
H 0.55 -0.14 1.56  0.24
H 0.75 1.89 -0.05  0.24
H -0.02 1.85 -1.63  0.29

## Properties
* E_HOMO: -10.3848 eV
* SMILES: N#CNC(N)=O
* gap between HOMO and LUMO: 10.65 eV

***

Record 9
# C4H9N3

A single C4H9N3 molecule at a distorted geometry (wB97M-V/def2-TZVPD, OMol25).

Each line ends with the Mulliken charge.
Atoms and positions in Å:
H 3.19 0.78 -1.65  0.26
N 2.41 0.82 -0.98  -0.49
C 1.27 0.71 -1.54  -0.15
C -0.30 0.88 -0.75  -0.59
C -0.25 0.19 0.51  0.44
C 0.68 0.11 1.46  -0.79
N -1.73 -0.43 0.78  -0.33
N -1.85 -1.80 1.01  -0.55
H 1.18 0.66 -2.64  0.33
H -0.47 1.96 -0.66  0.27
H -0.98 0.45 -1.49  0.29
H 0.50 -0.43 2.38  0.24
H 1.62 0.64 1.35  0.32
H -2.45 -0.09 0.14  0.30
H -1.34 -2.08 1.84  0.24
H -1.49 -2.36 0.23  0.21

## Properties
* E_HOMO: -8.2226 eV
* SMILES: [H]/N=C/CC(=C)NN
* gap between HOMO and LUMO: 9.13 eV

***

Record 10
# C3H4N3

A gas-phase ion, C3H4N3 (charge +1) at a distorted geometry (wB97M-V/def2-TZVPD, OMol25).

Each line ends with the Mulliken charge.
Atoms and positions in Å:
C 0.48 -1.06 -0.71  0.03
C -0.82 0.84 -0.62  -0.02
C 0.33 0.13 1.24  0.00
N 0.83 -0.85 0.54  -0.23
N -0.04 0.08 -1.35  -0.04
N -0.85 0.74 0.70  -0.01
H 0.50 -1.90 -1.35  0.39
H 0.84 0.46 2.43  0.36
H 0.06 0.36 -2.32  0.28
H -1.34 1.20 1.44  0.24

## Properties
* charge: +1
* E_HOMO (alpha / beta): -14.3433 / -14.3428 eV
* gap between HOMO and LUMO (alpha / beta): 8.15 / 8.15 eV

***

Record 11
# C17H24ClNO7

A single C17H24ClNO7 molecule (wB97M-V/def2-TZVPD, OMol25).

Each line ends with the Mulliken charge.
Atoms and positions in Å:
C -1.76 -2.91 -1.42  -1.03
C -0.32 -2.60 -1.13  0.92
O 0.54 -3.46 -1.01  -0.73
N -0.02 -1.29 -1.04  0.06
C 1.33 -0.84 -0.76  0.00
C 1.43 0.67 -0.94  -0.95
O 0.53 1.24 -0.02  0.23
C 0.36 2.64 -0.15  -0.54
C -0.79 3.10 0.74  -0.82
O -2.05 2.71 0.23  -0.48
C -2.54 1.46 0.45  0.54
C -1.96 0.49 1.27  -0.25
C -2.57 -0.74 1.45  -0.63
C -3.77 -1.01 0.81  -0.01
Cl -4.54 -2.54 1.03  -0.21
C -4.35 -0.06 -0.02  -0.85
C -3.75 1.17 -0.20  1.20
C -4.36 2.22 -1.08  -1.49
O 2.72 1.15 -0.80  -0.52
C 3.54 0.57 0.22  0.09
C 4.64 -0.33 -0.39  -0.65
O 5.77 -0.36 0.44  -0.61
C 2.72 -0.18 1.29  -0.14
O 3.58 -0.78 2.23  -0.72
C 1.79 -1.25 0.66  0.19
O 2.49 -2.47 0.64  -0.67
H -1.82 -3.75 -2.10  0.42
H -2.25 -3.20 -0.49  0.11
H -2.28 -2.05 -1.83  0.30
H -0.75 -0.60 -0.91  0.02
H 2.01 -1.32 -1.48  0.34
H 1.13 0.96 -1.96  0.57
H 1.29 3.16 0.14  0.37
H 0.14 2.89 -1.20  0.31
H -0.64 2.75 1.76  0.35
H -0.82 4.19 0.74  0.44
H -1.02 0.68 1.77  0.14
H -2.12 -1.48 2.09  0.47
H -5.28 -0.28 -0.51  0.40
H -5.27 1.85 -1.55  0.42
H -3.66 2.53 -1.85  0.28
H -4.60 3.10 -0.49  0.33
H 4.05 1.41 0.70  0.44
H 4.96 0.11 -1.34  0.35
H 4.26 -1.34 -0.57  0.24
H 5.47 -0.58 1.33  0.41
H 2.10 0.55 1.82  0.23
H 3.61 -1.72 2.00  0.45
H 0.89 -1.35 1.30  0.15
H 1.95 -3.09 0.10  0.50

## Properties
* E_HOMO: -8.7517 eV
* SMILES: CC(=O)N[C@H]1[C@@H](OCCOc2ccc(Cl)cc2C)O[C@H](CO)[C@H](O)[C@@H]1O
* gap between HOMO and LUMO: 9.23 eV

***

Record 12
# C22H15ClN8O4RuS

A molecular structure, C22H15ClN8O4RuS at a distorted geometry (wB97M-V/def2-TZVPD, OMol25).

Each line ends with the Mulliken charge.
Atoms and positions in Å:
Ru 0.00 0.28 1.19  0.11
O 3.28 -1.49 2.73  -0.72
C 2.19 -1.16 2.30  0.64
O 1.85 0.02 1.90  -0.48
C 1.14 -2.22 2.08  0.59
C 1.47 -3.56 2.37  -1.02
C 0.49 -4.50 2.30  -0.55
C -0.84 -4.09 2.05  1.07
C -1.92 -5.00 2.10  -0.78
C -3.21 -4.57 1.95  -0.45
C -3.46 -3.19 1.76  -0.85
C -2.44 -2.29 1.68  -0.72
C -1.10 -2.72 1.80  0.22
N -0.06 -1.82 1.73  0.52
H 2.49 -3.78 2.64  0.51
H 0.69 -5.55 2.49  0.39
H -1.71 -6.05 2.28  0.35
H -4.03 -5.26 1.99  0.38
H -4.48 -2.84 1.68  0.40
H -2.63 -1.24 1.55  0.35
N -0.73 2.33 -6.61  -0.61
C -0.11 1.82 -5.47  1.15
C -0.78 0.90 -4.66  -0.86
C -0.16 0.36 -3.55  -0.34
C 1.14 0.72 -3.24  -0.45
C 1.82 1.64 -4.04  -0.28
C 1.20 2.18 -5.15  -0.71
S 1.92 0.05 -1.81  1.24
O 3.30 0.44 -1.85  -0.72
O 1.57 -1.34 -1.72  -0.76
N 1.13 0.76 -0.58  0.04
C 1.21 2.06 -0.27  0.53
N 0.46 2.23 0.85  0.21
C 0.40 3.41 1.43  -0.03
C 1.05 4.49 0.86  -0.80
C 1.75 4.24 -0.32  -0.14
N 1.85 3.05 -0.90  -0.47
H -1.73 2.34 -6.57  0.23
H -0.36 3.22 -6.91  0.23
H -1.80 0.62 -4.90  0.28
H -0.68 -0.34 -2.91  0.41
H 2.83 1.92 -3.76  0.46
H 1.73 2.89 -5.78  0.27
H -0.19 3.48 2.34  0.45
H 1.02 5.47 1.30  0.38
H 2.27 5.05 -0.82  0.40
Cl -1.83 0.16 -0.30  -0.42
N -1.05 0.57 2.91  -0.40
C -1.15 0.71 4.06  0.55
N -1.31 0.77 5.33  -0.70
C -1.26 1.95 5.94  0.49
N -1.24 2.93 6.55  -0.56

## Properties
* charge: -1
* 2S+1: 2
* E_HOMO (alpha / beta): -5.9198 / -5.9308 eV
* <S²>: 0.75
* gap between HOMO and LUMO (alpha / beta): 7.85 / 7.69 eV

***

Record 13
# C4H6ClNOS

A single C4H6ClNOS molecule at a distorted geometry (wB97M-V/def2-TZVPD, OMol25).

Each line ends with the Mulliken charge.
Atoms and positions in Å:
C 1.41 0.61 -0.79  -0.08
C 1.56 0.34 1.55  -0.34
C -1.01 0.41 0.01  0.14
C -1.49 -0.57 -1.02  -0.45
N 1.92 0.53 0.29  -0.20
O -0.93 -1.84 -0.85  -0.46
S -0.54 -0.08 1.54  -0.23
Cl -1.56 2.05 -0.23  -0.19
H 1.79 0.78 -1.77  0.33
H 1.95 -0.56 2.01  0.30
H 1.65 1.23 2.17  0.29
H -1.22 -0.24 -2.02  0.29
H -2.59 -0.61 -0.98  0.30
H -0.93 -2.03 0.10  0.32

## Properties
* E_HOMO (alpha / beta): -8.1987 / -8.1987 eV
* gap between HOMO and LUMO (alpha / beta): 8.35 / 8.35 eV

***

Record 14
# C5H8O

A single C5H8O molecule (wB97M-V/def2-TZVPD, OMol25).

Each line ends with the Mulliken charge.
Atoms and positions in Å:
C 1.44 0.21 -0.14  -0.41
C 0.66 1.11 0.74  -0.47
C -0.76 1.11 0.29  -0.30
C -1.36 -0.21 -0.29  -0.42
O -0.43 -1.24 -0.54  -0.40
C 0.76 -1.15 0.19  -0.40
H 1.28 0.35 -1.22  0.26
H 2.51 0.21 0.07  0.32
H 0.58 -1.23 1.28  0.33
H -0.68 1.88 -0.50  0.29
H -1.43 1.52 1.05  0.30
H -1.86 -0.01 -1.24  0.28
H -2.12 -0.57 0.42  0.30
H 1.40 -1.98 -0.11  0.32

## Properties
* E_HOMO: -8.1985 eV
* gap between HOMO and LUMO: 8.33 eV

***

no.,E (eV)
1,-13439.375
2,-97967.035
3,-353976.004
4,-20605.633
5,-26893.043
6,-20798.071
7,-51897.815
8,-8639.907
9,-8760.640
10,-7635.489
11,-46363.799
12,-69112.873
13,-31137.059
14,-7358.016